(1)
The following is a quantum chemistry calculation of a molecular structure, C34H22BrN8O3SSc, from the OMol25 dataset.

Output
Energy relative to the best compared isomer or geometry (same formula, charge and spin), kJ/mol: 23.6
Electronic energy, hartree: -5705.71442
Orbital gap, eV: 6.78
E_LUMO, Ha: -0.0417
Net charge: 0

Structure (XYZ):
```
70
Properties=species:S:1:pos:R:3:forces:R:3:nbo_charge:R:1
Sc -0.315 -0.270 -0.210 -0.134 -0.132 0.025 1.68
O -7.141 0.771 -2.038 -0.047 0.018 0.022 -0.72
C -6.757 0.778 -0.860 0.111 -0.041 0.014 0.73
O -7.329 0.988 0.221 -0.040 0.013 -0.036 -0.73
C -5.239 0.460 -0.702 -0.064 0.012 -0.002 -0.01
C -4.650 0.441 0.551 -0.004 0.021 -0.005 -0.21
C -3.299 0.176 0.659 0.020 -0.011 0.045 0.24
N -2.535 -0.062 -0.415 0.041 -0.016 -0.001 -0.55
C -3.101 -0.061 -1.629 0.030 0.000 -0.032 0.15
C -4.448 0.194 -1.806 -0.004 0.011 -0.003 -0.19
C -2.176 -0.343 -2.750 0.039 -0.009 0.051 0.28
C -2.609 -0.473 -4.061 -0.035 -0.003 -0.040 -0.23
C -1.684 -0.749 -5.052 0.003 -0.005 -0.014 -0.13
C -0.349 -0.886 -4.712 -0.011 -0.007 -0.013 -0.25
C 0.011 -0.741 -3.387 -0.025 0.000 0.019 0.07
N -0.878 -0.476 -2.425 0.007 -0.057 0.007 -0.55
C -2.590 0.108 1.955 0.040 -0.023 -0.034 0.18
C -3.247 0.268 3.168 -0.046 0.016 0.016 -0.17
C -2.536 0.148 4.345 0.006 -0.005 0.017 -0.14
C -1.181 -0.139 4.287 0.005 0.005 0.000 -0.24
C -0.595 -0.274 3.046 -0.032 0.004 0.002 0.08
N -1.270 -0.148 1.897 -0.010 0.003 0.014 -0.53
H -5.297 0.644 1.393 -0.006 0.004 0.004 0.26
H -4.936 0.212 -2.771 -0.002 0.002 -0.007 0.26
H -3.656 -0.368 -4.300 0.001 0.000 0.003 0.24
H -2.007 -0.859 -6.078 -0.002 0.004 0.002 0.23
H 0.406 -1.105 -5.453 0.004 0.000 0.003 0.23
H 1.040 -0.830 -3.069 -0.024 0.018 0.002 0.24
H -4.305 0.477 3.183 0.001 0.002 0.002 0.24
H -3.036 0.268 5.296 -0.001 0.000 -0.002 0.23
H -0.585 -0.255 5.180 0.000 0.000 0.001 0.23
H 0.460 -0.491 2.967 0.013 -0.011 -0.025 0.21
C 2.634 -1.717 1.344 -0.040 -0.006 -0.001 -0.65
C 2.549 -0.249 1.627 -0.067 0.046 -0.037 0.28
C 3.459 0.272 2.575 0.044 -0.017 0.046 -0.28
C 3.396 1.578 2.935 0.020 0.008 0.022 -0.09
C 2.462 2.428 2.309 -0.021 -0.037 -0.026 -0.11
C 2.392 3.801 2.626 -0.002 0.004 0.000 -0.21
C 1.516 4.602 1.952 -0.025 -0.008 -0.030 -0.19
C 0.715 4.065 0.931 0.009 0.024 0.013 -0.20
C 0.752 2.729 0.592 0.004 -0.020 0.034 -0.18
S -0.192 2.156 -0.765 0.024 -0.102 -0.035 -0.31
C 1.617 1.864 1.325 -0.002 0.007 0.015 0.21
N 1.632 0.510 1.040 0.089 -0.040 0.054 -0.57
H 3.606 -2.100 1.649 0.001 0.009 0.001 0.22
H 2.476 -1.944 0.296 -0.012 -0.017 -0.043 0.25
H 1.868 -2.267 1.894 0.008 -0.003 0.008 0.25
H 4.185 -0.398 3.015 -0.002 0.004 -0.001 0.23
H 4.066 1.987 3.682 -0.003 -0.005 0.003 0.22
H 3.042 4.196 3.396 0.001 -0.004 -0.001 0.22
H 1.446 5.657 2.184 -0.003 0.000 -0.004 0.22
H 0.052 4.713 0.373 0.002 0.003 0.002 0.23
O 0.263 -2.262 -0.025 0.128 0.108 -0.054 -0.66
N -0.896 -2.767 -0.396 -0.020 0.235 -0.002 0.02
C -0.929 -4.048 -0.521 -0.055 -0.105 -0.043 -0.07
C 0.237 -4.859 -0.271 -0.083 0.042 -0.003 0.25
N 1.171 -5.494 -0.066 0.009 -0.008 -0.003 -0.27
C -2.159 -4.667 -0.934 0.151 0.049 0.067 0.25
N -3.128 -5.187 -1.263 -0.017 0.001 -0.018 -0.25
Br 3.039 -2.900 -2.385 0.024 -0.007 0.034 0.08
C 3.698 -1.175 -1.932 -0.099 0.032 -0.027 0.16
C 5.063 -1.000 -1.776 0.066 -0.004 -0.006 -0.28
C 5.506 0.273 -1.462 0.020 -0.011 -0.001 -0.14
C 4.583 1.301 -1.334 0.000 0.011 0.001 -0.25
C 3.243 1.008 -1.508 -0.041 -0.027 -0.004 0.05
N 2.798 -0.224 -1.786 0.052 0.031 0.011 -0.49
H 5.742 -1.830 -1.905 0.005 0.005 0.009 0.24
H 6.563 0.462 -1.327 0.001 -0.011 -0.003 0.23
H 4.892 2.311 -1.102 -0.007 0.003 -0.004 0.23
H 2.476 1.769 -1.416 0.008 -0.003 -0.013 0.23
```
Forces are in eV/Å.



(2)
The following is a quantum chemistry calculation of a molecular structure, C34H22Co2O10S2 at a distorted geometry, from the OMol25 dataset.

Output
Electronic energy, hartree: -5623.05742
Orbital gap, eV: 5.91
E_LUMO, Ha: 0.1582
Net charge: -2

Structure (XYZ):
```
70
Properties=species:S:1:pos:R:3:forces:R:3:nbo_charge:R:1
C -5.497 2.218 -0.528 -0.022 -0.120 -0.051 -0.30
C -5.208 1.269 -1.517 0.357 0.354 0.535 -0.20
C -3.924 0.754 -1.636 0.063 0.033 0.035 -0.30
C -2.862 1.119 -0.755 -1.082 0.664 0.066 0.08
C -1.537 0.585 -0.882 0.983 -0.975 -0.967 -0.94
S -0.354 1.080 0.328 0.417 -1.102 -0.596 2.19
C 1.244 0.470 -0.174 0.361 -0.144 -0.091 -0.28
C 1.892 -0.506 0.585 -0.148 0.161 -0.442 -0.18
C 3.129 -0.989 0.156 -0.182 0.172 -0.016 -0.21
C 3.713 -0.462 -0.999 -0.182 -0.026 -0.054 -0.21
C 3.073 0.548 -1.729 -0.166 0.025 0.226 -0.22
C 1.839 1.030 -1.300 0.140 -0.215 0.061 -0.16
O -0.194 2.518 0.300 -0.430 0.202 0.221 -0.96
O -0.613 0.411 1.588 -0.242 0.351 0.203 -0.97
S -1.308 -0.854 -1.897 0.505 0.951 1.958 2.20
C -2.150 -2.132 -0.971 -0.548 -0.024 0.021 -0.23
C -1.529 -2.595 0.186 -0.128 -0.213 0.317 -0.20
C -2.201 -3.464 1.047 0.047 0.103 -0.395 -0.21
C -3.504 -3.867 0.734 -0.016 0.016 -0.140 -0.22
C -4.131 -3.401 -0.428 0.260 -0.075 0.131 -0.23
C -3.447 -2.534 -1.285 0.000 -0.051 0.238 -0.23
O -1.957 -0.706 -3.172 -0.185 -0.160 -0.385 -0.97
O 0.073 -1.274 -1.877 0.064 0.047 -0.252 -0.97
C -3.203 2.072 0.255 -0.045 -0.116 -0.237 -0.26
C -4.482 2.613 0.352 0.207 -0.312 -0.369 -0.21
H -6.493 2.644 -0.451 0.035 -0.019 0.036 0.19
H -5.964 0.921 -2.222 0.063 0.206 0.187 0.19
H -3.729 0.087 -2.471 -0.040 0.223 0.346 0.23
H 1.415 -0.890 1.481 0.047 0.072 -0.141 0.25
H 3.595 -1.795 0.730 0.034 0.386 -0.274 0.21
H 4.667 -0.851 -1.347 -0.094 0.047 0.056 0.20
H 3.506 0.958 -2.647 0.015 -0.198 0.369 0.20
H 1.311 1.815 -1.838 0.115 -0.192 0.050 0.23
H -0.529 -2.258 0.435 -0.084 0.025 -0.088 0.24
H -1.685 -3.811 1.948 -0.347 0.094 -0.321 0.21
H -4.026 -4.556 1.398 0.052 0.189 -0.130 0.20
H -5.154 -3.703 -0.676 0.405 0.072 0.163 0.20
H -3.928 -2.152 -2.179 0.105 -0.054 0.066 0.23
H -2.443 2.430 0.950 -0.274 -0.191 -0.218 0.23
H -4.653 3.361 1.127 -0.127 -0.190 -0.201 0.20
O 5.022 1.945 8.713 0.019 0.158 -0.792 -0.59
C 4.658 1.678 7.645 0.244 -0.513 2.250 0.46
Co 4.023 1.285 6.085 0.390 -1.359 0.581 -0.04
C 4.451 2.648 5.095 -1.432 1.285 -1.833 0.49
O 4.562 3.629 4.493 0.636 -0.643 0.699 -0.55
C 4.898 -0.066 5.381 1.032 -1.444 -0.891 0.50
O 5.394 -0.986 4.882 -0.472 0.940 0.540 -0.55
C 2.169 1.758 6.512 0.750 1.197 -1.844 -0.33
C 1.919 3.191 6.554 -0.853 0.731 -0.060 0.03
C 2.547 4.049 7.483 -0.147 -0.090 -0.393 -0.24
C 2.543 5.426 7.285 -0.289 -0.215 0.054 -0.21
C 1.856 5.975 6.194 0.054 -0.163 -0.079 -0.26
C 1.190 5.139 5.293 -0.082 -0.028 0.423 -0.21
C 1.162 3.761 5.511 0.427 0.410 -0.015 -0.24
C 1.761 0.852 5.477 0.135 3.077 -2.794 -0.17
C 1.468 0.859 4.158 0.042 -0.503 1.778 -0.49
Co 1.668 0.108 7.044 -1.076 -4.446 3.584 -0.11
C 1.915 0.222 8.801 0.765 1.154 1.956 0.58
O 2.147 0.428 9.915 -0.460 -0.507 -1.482 -0.54
C 2.352 -1.577 6.843 1.541 -1.068 -0.950 0.54
O 2.863 -2.601 6.665 -1.105 1.478 0.457 -0.54
C -0.100 -0.269 6.996 -2.154 0.533 -0.370 0.57
O -1.251 -0.373 6.883 2.144 -0.041 0.229 -0.53
H 3.102 3.611 8.312 -0.098 0.144 -0.243 0.21
H 3.101 6.055 7.983 -0.284 -0.056 -0.228 0.19
H 1.836 7.050 6.052 0.131 -0.022 -0.074 0.19
H 0.706 5.542 4.400 0.036 -0.010 0.374 0.21
H 0.640 3.117 4.802 0.237 0.161 0.284 0.23
H 0.851 0.062 3.809 -0.049 -0.494 -0.786 0.20
H 1.744 1.669 3.513 -0.014 0.319 -0.291 0.20
```
Forces are in eV/Å.



(3)
The following is a quantum chemistry calculation of a molecular structure, C34H23BBr2F2KN5O2 at a distorted geometry, from the OMol25 dataset.

Output
Energy relative to the best compared isomer or geometry (same formula, charge and spin), kJ/mol: 527.8
Electronic energy, hartree: -7706.34186
Orbital gap, eV: 3.61
E_LUMO, Ha: 0.1151
Net charge: -2

Structure (XYZ):
```
70
Properties=species:S:1:pos:R:3:forces:R:3:nbo_charge:R:1
K -0.038 0.266 -0.653 0.195 -0.278 0.197 0.81
O -2.702 4.175 -1.477 -0.212 0.282 0.182 -0.67
C -2.457 3.060 -1.009 0.139 0.009 -0.674 0.63
N -2.004 2.007 -1.670 0.409 -0.267 0.481 -0.69
C -2.404 1.574 -2.856 -0.371 0.035 0.106 0.62
O -3.565 1.554 -3.275 -0.108 0.096 -0.235 -0.68
C -1.321 0.980 -3.724 -0.091 -0.153 -0.757 0.12
C -1.680 0.547 -5.002 -0.149 -0.013 0.137 -0.23
C -0.695 0.137 -5.874 0.183 -0.025 0.027 -0.19
C 0.624 0.158 -5.443 -0.133 0.063 -0.090 -0.26
C 0.874 0.550 -4.138 0.463 0.026 -0.328 0.05
N -0.065 0.961 -3.305 -0.328 0.320 0.176 -0.43
C -2.624 2.873 0.479 -0.224 0.399 0.228 0.14
C -2.737 4.004 1.289 0.080 0.007 0.036 -0.22
C -3.096 3.845 2.612 -0.022 -0.073 0.005 -0.20
C -3.335 2.562 3.082 -0.174 -0.028 0.004 -0.28
C -3.151 1.500 2.211 -0.253 0.132 0.414 0.03
N -2.810 1.645 0.945 0.250 -0.228 -0.404 -0.40
H -2.726 0.557 -5.268 -0.042 0.044 -0.003 0.23
H -0.946 -0.194 -6.875 0.005 -0.003 -0.020 0.19
H 1.430 -0.138 -6.101 0.057 -0.056 0.093 0.20
H 1.884 0.558 -3.747 0.052 -0.049 0.047 0.21
H -2.563 4.978 0.854 -0.013 -0.024 -0.093 0.24
H -3.202 4.699 3.272 0.009 0.017 -0.016 0.20
H -3.658 2.392 4.099 0.049 -0.061 0.097 0.21
H -3.294 0.480 2.542 -0.065 -0.110 0.109 0.18
Br 3.095 -0.149 1.514 0.084 0.324 -0.134 0.01
C 4.072 1.401 0.910 0.275 -0.341 0.403 0.01
C 5.327 1.572 1.430 -0.258 -0.373 0.160 -0.30
C 6.102 2.671 1.038 0.097 0.251 -0.139 -0.25
C 5.605 3.555 0.123 0.283 0.079 0.093 -0.22
C 4.317 3.390 -0.426 -0.035 -0.307 0.148 0.02
C 3.809 4.288 -1.382 -0.052 0.238 -0.203 -0.30
C 2.544 4.116 -1.877 0.182 0.250 -0.123 -0.19
C 1.740 3.054 -1.437 0.269 -0.016 0.194 -0.32
C 2.178 2.109 -0.528 -0.699 -0.495 0.396 -0.35
C 3.491 2.287 -0.022 -0.085 0.440 -0.388 -0.20
H 5.716 0.858 2.141 0.014 -0.056 0.055 0.21
H 7.089 2.802 1.466 0.037 0.032 -0.031 0.19
H 6.195 4.405 -0.200 0.080 0.070 -0.007 0.18
H 4.436 5.109 -1.714 0.013 0.026 0.005 0.18
H 2.158 4.810 -2.617 -0.007 0.090 -0.042 0.18
H 0.740 2.985 -1.842 -0.196 -0.018 -0.116 0.21
Br -1.081 3.962 6.599 -0.004 -0.176 -0.132 0.01
C -0.932 2.451 5.437 0.119 0.111 -0.119 -0.07
C -1.510 1.250 5.810 0.018 0.371 0.331 -0.28
C -1.417 0.164 4.973 0.362 -0.381 -0.806 -0.19
C -0.723 0.241 3.740 -0.263 2.106 1.988 0.11
C -0.182 1.498 3.388 -0.025 -0.948 -0.184 -0.16
C -0.274 2.584 4.221 -0.073 0.372 0.600 -0.23
N -0.574 -0.769 2.859 -0.233 -3.455 -1.113 -0.37
C -0.756 -2.022 3.171 0.267 3.243 0.984 0.12
C -0.603 -3.077 2.236 0.274 -2.339 -1.852 0.10
C -0.866 -4.413 2.634 -0.012 1.364 0.338 -0.23
C -0.693 -5.436 1.738 0.228 -0.435 -0.948 -0.20
C -0.236 -5.136 0.454 -0.340 -0.060 0.884 -0.24
C 0.005 -3.800 0.150 0.219 -0.436 -0.737 0.04
N -0.182 -2.803 0.981 -0.310 0.526 1.232 -0.36
H -2.021 1.172 6.759 -0.083 -0.001 0.002 0.22
H -1.903 -0.758 5.260 -0.040 -0.057 0.026 0.20
H 0.319 1.596 2.436 0.128 -0.060 -0.173 0.27
H 0.152 3.537 3.938 -0.003 -0.027 -0.068 0.24
H -0.974 -2.346 4.203 -0.004 0.172 -0.170 0.14
H -1.218 -4.605 3.640 0.022 -0.011 0.056 0.20
H -0.909 -6.464 2.012 0.010 0.063 0.065 0.20
H -0.089 -5.911 -0.284 0.066 0.032 -0.066 0.21
H 0.380 -3.516 -0.830 -0.024 0.161 -0.098 0.24
F 2.364 -2.444 -3.197 0.805 -0.060 -0.247 -0.60
B 1.125 -2.097 -2.742 -0.099 -0.005 0.860 0.38
F 0.251 -2.622 -3.647 -0.710 -0.324 -0.647 -0.61
```
Forces are in eV/Å.